Entry 1:
The following is a quantum chemistry calculation of the molecule C6H14O, from the OMol25 dataset.

XYZ file:
```
21
Properties=species:S:1:pos:R:3:nbo_charge:R:1
C 1.840 -0.154 -0.928 -0.607
C 1.069 0.264 0.327 -0.227
C 1.878 -0.066 1.583 -0.598
C -0.325 -0.378 0.397 -0.414
C -1.355 0.231 -0.552 0.100
C -2.750 -0.340 -0.376 -0.620
O -1.391 1.647 -0.426 -0.722
H 2.786 0.395 -1.012 0.210
H 1.272 0.025 -1.849 0.199
H 2.083 -1.224 -0.892 0.201
H 0.912 1.350 0.302 0.208
H 2.866 0.408 1.557 0.207
H 2.033 -1.149 1.679 0.199
H 1.362 0.279 2.486 0.209
H -0.702 -0.298 1.426 0.206
H -0.260 -1.448 0.156 0.201
H -1.051 0.018 -1.592 0.147
H -3.127 -0.230 0.647 0.210
H -2.723 -1.402 -0.629 0.207
H -3.440 0.172 -1.055 0.216
H -0.978 1.898 -1.247 0.468
```

Summary:
HOMO level: -10.2 eV
energy relative to the best compared isomer or geometry (same formula, charge and spin): 6.76 kcal per mole
gap between HOMO and LUMO: 0.4087 Eh

***

Entry 2:
The following is a quantum chemistry calculation of a cluster of 2 separate species, C10H16 in total in a non-equilibrium geometry, from the OMol25 dataset.

XYZ file:
```
26
Properties=species:S:1:pos:R:3:mulliken_spin:R:1
C 1.141 1.696 2.179 0.016
C 1.211 0.716 -0.115 0.010
C 0.881 1.750 0.698 0.177
C 0.914 0.755 -1.523 0.213
C 0.381 2.968 0.142 0.310
C 0.476 2.006 -2.058 0.195
C 0.186 3.082 -1.265 0.018
H 1.595 -0.229 0.240 0.005
H 1.136 -0.232 -1.920 0.008
H 1.630 0.740 2.395 -0.001
H 0.228 1.621 2.806 0.019
H 0.476 3.887 0.714 -0.001
H 0.510 2.014 -3.141 0.010
H -0.130 4.027 -1.676 0.006
H 1.691 2.509 2.658 0.013
C -0.765 -2.615 -0.455 -0.002
C -0.632 -3.247 0.936 0.000
C -1.805 -1.501 -0.534 0.001
H -1.211 -3.404 -1.063 0.000
H 0.229 -2.361 -0.847 0.001
H -1.167 -4.211 0.902 0.000
H 0.377 -3.515 1.210 0.000
H -1.606 -0.650 0.114 0.002
H -1.112 -2.713 1.742 0.000
H -2.823 -1.916 -0.544 0.001
H -1.811 -1.176 -1.595 0.000
```

Summary:
HOMO level (spin up / spin down): -14.0 / -14.0 eV
2S+1: 2
energy relative to the best compared isomer or geometry (same formula, charge and spin): 23.84 kcal per mole
gap between HOMO and LUMO (spin up / spin down): 0.3390 / 0.2055 Eh
total charge: +1

***

Entry 3:
The following is a quantum chemistry calculation of the molecule C4BF9O in a non-equilibrium geometry, from the OMol25 dataset.

XYZ file:
```
15
Properties=species:S:1:pos:R:3:nbo_charge:R:1
B 0.763 0.019 -0.151 0.759
C -1.606 -0.222 -1.092 0.332
C 1.454 -1.452 0.146 0.748
C 1.642 1.387 0.020 0.747
C -2.704 -0.050 -0.024 0.839
O -0.452 -0.036 -0.636 -0.593
F 0.871 -2.396 -0.618 -0.328
F 1.307 -1.855 1.417 -0.319
F 2.762 -1.499 -0.126 -0.314
F 0.969 2.492 -0.339 -0.322
F 2.766 1.368 -0.712 -0.313
F 2.021 1.569 1.298 -0.317
F -3.751 -0.827 -0.243 -0.292
F -2.269 -0.285 1.227 -0.324
F -3.107 1.224 -0.068 -0.303
```

Summary:
HOMO level: -10.5 eV
energy relative to the best compared isomer or geometry (same formula, charge and spin): 44.76 kcal per mole
gap between HOMO and LUMO: 0.3369 Eh

***

Entry 4:
The following is a quantum chemistry calculation of a cluster of 18 separate species, C72H108F9N9O12 in total in a non-equilibrium geometry, from the OMol25 dataset.

XYZ file:
```
210
Properties=species:S:1:pos:R:3:lowdin_charge:R:1
N 14.298 16.556 16.265 0.045
C 14.038 17.380 15.209 -0.150
C 12.673 17.412 14.975 -0.119
C 12.072 16.550 15.964 -0.129
C 13.084 16.052 16.759 -0.120
H 15.243 16.376 16.572 0.095
H 14.777 18.035 14.772 0.096
H 12.074 17.907 14.225 0.085
H 11.011 16.361 16.036 0.091
H 13.004 15.413 17.625 0.096
N 15.412 21.447 15.914 0.027
C 15.962 21.242 14.704 -0.126
C 14.967 20.765 13.848 -0.099
C 13.878 20.493 14.675 -0.143
C 14.143 21.009 15.932 -0.135
H 15.835 21.878 16.724 0.101
H 17.021 21.428 14.602 0.090
H 15.054 20.645 12.779 0.086
H 12.973 20.043 14.295 0.081
H 13.533 21.011 16.824 0.103
N 21.499 19.938 19.066 0.044
C 20.666 20.937 19.581 -0.101
C 21.007 22.095 18.980 -0.135
C 21.980 21.789 18.091 -0.187
C 22.404 20.478 18.161 -0.075
H 21.523 18.975 19.368 0.074
H 19.991 20.633 20.368 0.093
H 20.625 23.099 19.089 0.100
H 22.448 22.516 17.444 0.109
H 23.152 19.912 17.627 0.101
N 17.924 15.400 11.417 0.044
C 18.011 15.897 12.711 -0.112
C 16.747 16.263 13.110 -0.135
C 15.853 15.800 12.151 -0.117
C 16.598 15.311 11.126 -0.162
H 18.638 14.910 10.897 0.136
H 18.951 15.855 13.242 0.097
H 16.533 16.727 14.062 0.077
H 14.780 15.743 12.264 0.106
H 16.269 14.699 10.300 0.112
N 22.692 17.007 21.071 0.024
C 22.827 16.886 19.738 -0.127
C 21.526 16.860 19.193 -0.149
C 20.572 16.967 20.238 -0.099
C 21.350 17.014 21.394 -0.114
H 23.492 16.961 21.686 0.156
H 23.816 16.842 19.307 0.116
H 21.349 16.832 18.128 0.079
H 19.499 16.983 20.117 0.097
H 21.000 17.084 22.413 0.098
N 16.966 18.761 10.973 0.024
C 17.403 19.874 11.594 -0.138
C 17.768 20.760 10.569 -0.120
C 17.440 20.168 9.350 -0.144
C 17.042 18.865 9.562 -0.106
H 16.826 17.870 11.426 0.079
H 17.493 19.897 12.670 0.092
H 18.186 21.752 10.655 0.081
H 17.572 20.657 8.397 0.088
H 16.693 18.073 8.916 0.097
N 22.058 15.265 10.417 -0.003
C 22.027 16.099 11.488 -0.133
C 21.079 17.082 11.261 -0.100
C 20.564 16.832 9.987 -0.105
C 21.189 15.662 9.517 -0.170
H 22.619 14.431 10.323 0.156
H 22.572 15.805 12.373 0.088
H 20.735 17.859 11.928 0.094
H 19.728 17.259 9.452 0.088
H 21.089 15.206 8.542 0.109
N 13.010 19.491 20.141 0.049
C 13.394 19.665 21.475 -0.122
C 14.452 18.848 21.748 -0.120
C 14.837 18.224 20.543 -0.096
C 13.977 18.739 19.556 -0.145
H 12.224 19.897 19.654 0.098
H 12.799 20.354 22.055 0.101
H 14.962 18.712 22.690 0.083
H 15.691 17.565 20.490 0.071
H 13.852 18.424 18.531 0.096
N 20.353 21.542 15.599 0.056
C 19.641 22.726 15.415 -0.162
C 19.393 22.972 14.134 -0.116
C 19.857 21.831 13.461 -0.128
C 20.390 20.929 14.351 -0.120
H 20.667 21.228 16.506 0.087
H 19.486 23.293 16.321 0.097
H 19.016 23.892 13.712 0.106
H 19.874 21.732 12.386 0.084
H 20.804 19.960 14.111 0.086
C 20.126 13.672 18.593 -0.056
C 19.329 12.508 18.002 -0.155
O 18.230 13.063 17.175 0.007
C 17.369 12.179 16.602 -0.378
O 17.342 10.996 16.763 0.167
C 16.283 12.811 15.776 -0.626
F 15.131 12.375 16.259 0.185
F 16.282 14.149 15.806 0.165
F 16.384 12.418 14.558 0.230
H 20.882 13.355 19.312 0.088
H 19.482 14.316 19.191 0.061
H 20.724 14.231 17.873 0.054
H 18.850 11.875 18.749 0.117
H 20.017 11.871 17.446 0.117
C 18.315 19.166 22.031 -0.064
C 18.488 20.214 23.102 -0.183
O 17.366 21.080 23.028 -0.003
C 16.279 20.984 23.842 -0.303
O 16.075 20.074 24.668 0.114
C 15.258 22.139 23.653 -0.569
F 15.336 22.599 22.406 0.169
F 14.037 21.713 23.939 0.172
F 15.496 23.087 24.552 0.179
H 19.246 18.613 21.906 0.049
H 18.107 19.520 21.021 0.061
H 17.531 18.444 22.258 0.061
H 19.408 20.772 22.927 0.124
H 18.598 19.687 24.050 0.130
C 15.959 9.314 19.250 -0.059
C 14.834 10.115 19.867 -0.216
O 14.865 11.500 19.528 -0.004
C 15.806 12.334 20.134 -0.298
O 16.568 11.945 20.980 0.149
C 15.672 13.861 19.794 -0.554
F 16.907 14.451 19.722 0.119
F 15.119 14.136 18.640 0.191
F 15.030 14.443 20.767 0.208
H 15.766 8.242 19.228 0.084
H 16.951 9.603 19.597 0.078
H 15.915 9.556 18.188 0.064
H 14.850 10.021 20.953 0.122
H 13.864 9.842 19.452 0.130
C 22.117 13.087 15.181 -0.181
C 23.129 14.174 15.017 -0.168
C 22.314 15.435 15.288 -0.209
O 21.105 15.102 14.667 -0.162
C 20.874 13.662 14.513 -0.149
H 21.840 13.033 16.234 0.091
H 22.407 12.085 14.862 0.122
H 23.418 14.015 13.978 0.111
H 24.010 14.202 15.658 0.117
H 22.746 16.345 14.871 0.104
H 22.204 15.627 16.355 0.102
H 20.853 13.341 13.472 0.112
H 19.932 13.285 14.911 0.106
C 18.308 14.297 24.241 -0.166
C 17.532 14.351 22.973 -0.189
C 17.449 15.815 22.628 -0.193
O 18.722 16.284 23.100 -0.189
C 19.380 15.347 23.973 -0.188
H 18.753 13.317 24.409 0.113
H 17.790 14.435 25.190 0.118
H 16.512 13.986 23.094 0.119
H 18.012 13.902 22.104 0.112
H 16.779 16.373 23.282 0.127
H 17.280 15.986 21.565 0.097
H 19.606 15.858 24.909 0.115
H 20.318 14.950 23.586 0.110
C 17.805 23.098 18.908 -0.169
C 17.167 21.942 19.649 -0.125
C 15.718 22.071 19.178 -0.167
O 15.763 22.972 18.108 -0.180
C 16.668 23.959 18.358 -0.198
H 18.364 22.727 18.049 0.076
H 18.512 23.676 19.505 0.107
H 17.249 21.965 20.735 0.096
H 17.636 21.053 19.226 0.084
H 15.126 22.608 19.919 0.115
H 15.161 21.167 18.931 0.111
H 16.343 24.725 19.062 0.127
H 16.991 24.384 17.408 0.130
C 24.550 19.100 13.542 -0.163
C 25.342 17.812 13.674 -0.171
C 25.637 17.752 15.157 -0.204
O 24.475 18.331 15.754 -0.160
C 23.825 19.290 14.893 -0.184
H 23.835 19.090 12.720 0.107
H 25.185 19.968 13.363 0.109
H 26.224 17.768 13.034 0.118
H 24.648 17.009 13.425 0.091
H 26.563 18.283 15.377 0.118
H 25.767 16.697 15.396 0.113
H 24.024 20.325 15.171 0.112
H 22.748 19.176 14.770 0.089
C 9.903 19.738 16.313 -0.138
C 9.807 21.227 16.680 -0.155
C 9.990 21.155 18.199 -0.191
O 10.978 20.162 18.411 -0.203
C 11.012 19.258 17.311 -0.182
H 10.133 19.504 15.273 0.104
H 8.933 19.300 16.546 0.107
H 8.854 21.667 16.386 0.112
H 10.636 21.735 16.187 0.111
H 9.035 20.916 18.667 0.120
H 10.419 22.066 18.616 0.123
H 10.849 18.313 17.829 0.120
H 11.969 19.321 16.793 0.087
C 18.813 18.035 16.142 -0.140
C 18.287 19.059 17.143 -0.149
C 17.011 18.396 17.658 -0.174
O 17.038 17.013 17.265 -0.176
C 18.390 16.726 16.836 -0.168
H 19.882 18.046 15.926 0.103
H 18.311 18.079 15.176 0.105
H 18.075 20.006 16.646 0.093
H 18.954 19.262 17.981 0.090
H 16.038 18.756 17.324 0.106
H 17.012 18.409 18.748 0.092
H 18.496 15.924 16.106 0.110
H 18.979 16.515 17.729 0.095
```

Summary:
HOMO level: -7.2 eV
gap between HOMO and LUMO: 0.2750 Eh

***

Entry 5:
The following is a quantum chemistry calculation of a structure of composition C12H19I2LaN4O in a non-equilibrium geometry, from the OMol25 dataset.

XYZ file:
```
39
Properties=species:S:1:pos:R:3:nbo_charge:R:1
C 0.855 -3.823 0.740 -0.792
I -1.409 -2.146 -3.441 -0.685
H 1.990 -3.850 0.736 0.247
H 0.697 -4.149 -0.286 0.219
H 0.837 -4.771 1.291 0.245
C -1.366 -0.256 3.558 -0.136
C -0.167 -0.713 3.979 -0.077
N 0.344 -1.481 2.973 -0.432
C -0.504 -1.575 1.942 0.162
N -1.628 -0.786 2.310 -0.442
H -2.032 0.398 4.107 0.190
H 0.363 -0.636 4.913 0.194
C 0.717 1.899 -4.000 -0.100
C 1.035 0.518 -2.249 0.006
N 0.156 1.341 -2.864 -0.376
H 2.653 1.377 -4.920 0.216
N 2.058 0.370 -3.144 -0.374
H 0.170 2.662 -4.524 0.212
La 0.198 -1.401 -1.187 0.296
C -0.327 -3.059 1.306 0.265
O -1.378 -3.712 1.299 -0.719
C 1.901 1.273 -4.175 -0.153
C 3.159 -0.579 -2.978 -0.592
H 3.896 -0.183 -2.264 0.215
H 3.647 -0.765 -3.940 0.203
H 2.809 -1.559 -2.559 0.232
C -1.198 1.646 -2.343 -0.420
H -1.827 2.061 -3.152 0.204
H -1.093 2.348 -1.480 0.222
H -1.708 0.718 -1.974 0.235
C -2.673 -0.101 1.472 -0.397
H -3.594 -0.058 2.117 0.184
H -2.830 -0.722 0.566 0.227
H -2.331 0.946 1.232 0.186
C 1.703 -1.934 2.922 -0.418
H 1.751 -2.739 2.181 0.233
H 1.927 -2.280 3.932 0.176
H 2.316 -1.066 2.598 0.221
I 1.272 0.817 0.544 -0.677
```

Summary:
HOMO level (spin up / spin down): 2.7 / 1.3 eV
energy relative to the best compared isomer or geometry (same formula, charge and spin): 0.00 kcal per mole
gap between HOMO and LUMO (spin up / spin down): 0.0688 / 0.1175 Eh
total charge: -2